[1]
DFT (wB97M-V/def2-TZVPD) results for C49H55ClLaN2O5P2Si2 as an isolated structure in a non-equilibrium geometry.

The value obtained for the frontier orbital gap is 5.60 eV. The HOMO energy is -4.36 eV. Its LUMO energy is 1.24 eV. The maximum force comes out at 3.4 eV/Å. Its net charge is -1. For the energy above the lowest of the compared OMol25 structures with the same formula, charge and spin, the calculation gives 127.3 kJ/mol.

CARTESIAN COORDINATES (ANGSTROEM)
1 Cl 1.66 -0.16 3.15
2 C 2.48 -4.23 5.80
3 C 0.87 6.20 -0.97
4 C -6.00 -4.99 -0.18
5 H 3.10 -2.98 -0.44
6 H 1.77 4.09 3.16
7 C -1.91 3.36 -2.62
8 H 1.96 -5.15 6.05
9 C 3.50 -3.47 2.19
10 C -1.03 2.98 3.16
11 H 1.10 -2.77 -2.88
12 H 2.48 -2.38 -3.89
13 H 3.48 3.80 3.47
14 C -1.44 1.42 -0.01
15 C -1.34 1.73 -4.27
16 C -2.79 4.51 3.74
17 O 1.12 -2.68 -0.32
18 H -0.26 -4.26 0.54
19 H -3.70 -7.28 -1.13
20 H -7.07 -4.85 -0.10
21 H 4.71 -1.90 1.44
22 H 1.78 4.26 -3.58
23 C -5.15 -3.97 0.20
24 C -2.48 -1.38 -2.70
25 C 3.52 -3.69 3.60
26 H -2.12 4.68 -5.72
27 H 0.51 -5.76 1.13
28 H 0.38 -4.70 4.18
29 N 1.18 1.73 1.01
30 C 2.19 -3.09 0.16
31 H 3.89 -0.77 -1.99
32 C -1.86 3.56 4.11
33 C -2.11 4.27 1.46
34 Si 2.68 2.41 1.50
35 H -1.50 -1.66 -3.07
36 H 4.22 0.88 2.76
37 C -3.85 0.14 -1.44
38 C -4.12 -6.35 -0.76
39 C -5.49 -6.19 -0.66
40 H 0.86 -2.08 -4.48
41 P -0.17 2.48 0.52
42 C 2.33 -3.61 1.48
43 C -2.93 4.85 2.40
44 H 3.85 0.18 1.21
45 La -0.18 -0.68 0.95
46 C 4.78 -2.98 1.58
47 C -2.14 4.30 -3.61
48 H -2.23 4.52 0.42
49 H 0.87 7.23 -0.66
50 C 0.06 -4.82 1.42
51 C -4.96 -0.64 -1.71
52 O 2.22 -0.91 4.27
53 P -1.15 0.83 -1.62
54 C -1.96 3.95 -4.94
55 O 1.96 -0.91 1.90
56 C 0.39 5.22 -0.12
57 H 2.00 -3.41 6.33
58 C 3.50 3.70 0.32
59 H -0.31 2.23 3.45
60 H 1.50 0.51 -5.21
61 H -5.55 -3.04 0.58
62 H -0.81 -5.00 2.04
63 H -3.50 -3.06 -3.56
64 C 1.12 -4.09 3.66
65 H 3.41 3.43 -0.73
66 C 0.92 3.55 -1.75
67 H 4.56 3.78 0.55
68 H -5.93 -0.35 -1.33
69 C 3.06 -0.15 -1.65
70 H 2.28 2.63 3.98
71 H 2.78 -0.47 -0.65
72 C -3.59 -2.16 -2.97
73 H 5.61 -3.18 2.25
74 H 0.02 5.49 0.86
75 H 2.92 1.13 -4.38
76 C -2.08 -2.22 0.82
77 H -1.02 0.72 -4.52
78 C 1.86 0.91 -4.27
79 N 0.13 -0.08 -1.87
80 H -3.93 1.03 -0.83
81 C 1.07 -3.98 2.19
82 C 2.54 3.33 3.19
83 H 1.73 6.62 -2.89
84 C -2.87 -3.08 0.48
85 H 3.51 -4.30 6.14
86 C -1.57 2.66 -5.27
87 C 1.36 5.86 -2.22
88 O 0.54 -2.97 3.01
89 H -1.45 2.38 -6.31
90 C 2.42 -3.98 4.34
91 H 0.96 2.50 -2.02
92 Si 1.54 -0.30 -2.80
93 C -1.12 3.36 1.83
94 C 0.40 3.89 -0.51
95 H -1.77 3.27 5.15
96 C -4.83 -1.79 -2.48
97 H 4.98 -3.43 0.62
98 H -3.44 4.97 4.48
99 O 0.19 -0.12 3.30
100 H -5.70 -2.40 -2.68
101 H 1.35 1.86 -4.12
102 H -2.06 3.60 -1.58
103 H -2.19 -5.45 -0.48
104 H -3.68 5.56 2.09
105 C -3.77 -4.12 0.10
106 H 3.42 0.87 -1.58
107 H -2.46 5.30 -3.35
108 C 1.39 4.53 -2.61
109 H 4.47 -3.59 4.11
110 C -3.26 -5.33 -0.39
111 C 1.49 -2.05 -3.60
112 H 3.06 4.69 0.44
113 C 4.08 1.11 1.71
114 H -6.16 -6.99 -0.95
115 C -2.61 -0.23 -1.94
116 C -1.48 2.08 -2.94
117 H 5.02 1.48 1.32

---

[2]
DFT (wB97M-V/def2-TZVPD) results for C16H6Cl4HgIO2 as an isolated structure.

The value obtained for the frontier orbital gap (spin up / spin down) is 3.93 / 5.45 eV. The HOMO energy (spin up / spin down) is -0.89 / -1.58 eV. Its expectation value of S² is 1.77. As for the spin multiplicity: 2. Its LUMO energy (spin up / spin down) is 3.04 / 3.87 eV. The maximum force comes out at 0.5 eV/Å. Its net charge is -2. For the energy above the lowest of the compared OMol25 structures with the same formula, charge and spin, the calculation gives 1397.4 kJ/mol.

CARTESIAN COORDINATES (ANGSTROEM)
1 C 6.94 2.92 -4.01
2 H 4.56 1.87 3.05
3 Cl 5.14 2.30 -1.23
4 O 0.04 -1.87 1.49
5 H 7.54 3.85 -4.01
6 H 2.46 -1.88 2.87
7 C 2.46 -4.39 0.67
8 C 3.03 -1.11 1.01
9 Cl -1.52 -4.10 2.61
10 C 1.90 -3.16 0.76
11 C 3.76 -0.13 -1.05
12 H 5.28 3.02 0.99
13 C 5.28 4.24 -1.32
14 C 1.91 -5.55 1.12
15 I 7.87 2.02 -5.80
16 Hg 0.17 0.96 1.19
17 Cl 2.75 -7.08 0.93
18 C 2.97 -1.09 2.35
19 C 3.55 0.02 3.08
20 C 0.04 -4.22 1.85
21 C 0.60 -2.98 1.37
22 H 3.46 0.00 4.16
23 C 4.15 1.05 2.48
24 Cl -0.11 -6.90 2.33
25 C 0.66 -5.46 1.72
26 C 3.71 -0.02 0.27
27 C 4.28 1.11 1.03
28 O 2.53 -2.05 0.19
29 H 5.47 4.23 -2.41
30 C 4.89 2.16 0.47

---

[3]
DFT (wB97M-V/def2-TZVPD) results for C20H34FeNSi3 as an isolated structure in a non-equilibrium geometry.

The value obtained for the frontier orbital gap (spin up / spin down) is 8.02 / 7.89 eV. The HOMO energy (spin up / spin down) is -11.16 / -11.63 eV. Its expectation value of S² is 6.01. As for the spin multiplicity: 5. Its LUMO energy (spin up / spin down) is -3.14 / -3.74 eV. The maximum force comes out at 2.2 eV/Å. Its net charge is +1.

CARTESIAN COORDINATES (ANGSTROEM)
1 H 0.11 2.93 -2.32
2 H -1.30 -0.84 2.97
3 C -1.15 1.86 2.59
4 C 1.11 -4.64 -0.33
5 C -1.48 3.41 0.01
6 H -1.69 -2.52 2.56
7 C 0.02 -3.82 -0.03
8 C 2.47 2.02 1.83
9 H -3.87 1.75 -0.16
10 C -2.69 -2.00 -0.57
11 C 3.55 1.42 -0.29
12 H 0.10 -1.02 -3.83
13 H 1.84 2.73 2.32
14 C 4.17 0.36 0.34
15 H -1.02 -4.21 -0.08
16 H -3.77 0.33 0.93
17 C 2.68 2.25 0.43
18 C 3.04 0.93 2.47
19 H -1.99 4.14 0.67
20 H -0.42 3.67 0.02
21 C -1.74 -1.48 2.23
22 H 2.79 0.70 3.50
23 H -3.00 -2.91 -0.01
24 H -1.12 2.93 2.90
25 H 0.76 1.98 -3.64
26 H 0.94 -5.67 -0.67
27 H 4.84 -0.35 -0.18
28 H 3.67 1.65 -1.32
29 C 0.68 2.01 -2.55
30 H 0.95 -1.47 -2.33
31 Si -1.24 -1.32 0.39
32 C 2.54 -2.80 0.11
33 H -0.79 -1.81 -2.52
34 H -2.58 -2.24 -1.60
35 C 0.20 -2.49 0.27
36 H -1.81 3.51 -1.00
37 Fe 1.37 0.09 0.65
38 H 3.48 -2.32 0.34
39 Si -1.61 1.73 0.75
40 H -2.15 1.41 -3.72
41 C -3.50 1.37 0.79
42 H 3.24 -4.59 -0.68
43 C -0.65 0.34 -0.09
44 H 4.40 -0.73 2.17
45 H -3.48 -1.28 -0.42
46 H -1.99 1.44 3.17
47 Si -0.53 0.60 -1.99
48 H -0.25 1.32 2.84
49 C 2.37 -4.08 -0.34
50 C -2.21 0.98 -2.71
51 H -2.81 -1.21 2.31
52 H 1.70 2.12 -2.14
53 C 3.90 0.10 1.70
54 H 2.20 3.10 -0.03
55 H -2.84 0.10 -2.84
56 N 1.45 -2.00 0.35
57 H -4.05 1.93 1.59
58 H -2.84 1.65 -2.10
59 C 0.00 -1.09 -2.73

---

[4]
DFT (wB97M-V/def2-TZVPD) results for a 2-piece molecular cluster, C3ClN3S overall in a non-equilibrium geometry.

The value obtained for the frontier orbital gap is 8.41 eV. The HOMO energy is -9.53 eV. As for the structure (SMILES): N#CC#[N+][S-].N#CCl. Its LUMO energy is -1.12 eV. The maximum force comes out at 3.2 eV/Å. Its net charge is 0. For the energy above the lowest of the compared OMol25 structures with the same formula, charge and spin, the calculation gives 231.5 kJ/mol.

CARTESIAN COORDINATES (ANGSTROEM)
1 N -3.15 0.91 0.43
2 N -0.29 -1.33 0.08
3 C 1.96 1.15 -0.51
4 N 1.32 1.81 -1.19
5 S 0.78 -2.43 -0.06
6 Cl 2.85 0.34 0.55
7 C -1.21 -0.65 0.41
8 C -2.26 0.21 0.31

---

[5]
DFT (wB97M-V/def2-TZVPD) results for a 8-piece molecular cluster, C14H47N3O8 overall in a non-equilibrium geometry.

The value obtained for the frontier orbital gap is 7.94 eV. The HOMO energy is -7.55 eV. Its LUMO energy is 0.39 eV. The maximum force comes out at 3.3 eV/Å. Its net charge is 0. For the energy above the lowest of the compared OMol25 structures with the same formula, charge and spin, the calculation gives 260.7 kJ/mol.

CARTESIAN COORDINATES (ANGSTROEM)
1 C 0.73 -3.19 4.77
2 H 0.88 -1.84 0.39
3 O -2.36 1.88 1.28
4 H -3.36 -1.63 1.09
5 H 0.36 3.22 -2.13
6 C -1.88 1.61 -3.60
7 H 1.58 1.99 3.03
8 O 2.73 0.78 -1.21
9 C -2.28 -1.78 1.18
10 C -1.64 4.23 -3.69
11 C -0.80 -2.89 2.79
12 H -0.08 -2.15 2.42
13 O 0.68 4.19 0.40
14 H -1.15 -2.11 4.72
15 C -2.32 5.75 -5.44
16 H -1.04 3.14 -1.50
17 H 2.98 -3.17 -2.49
18 H 0.16 -0.36 -1.37
19 O -2.16 -2.44 2.42
20 H -2.52 4.30 -3.06
21 H -1.36 6.26 -5.37
22 H 3.24 -1.34 1.70
23 H 0.37 1.17 4.77
24 H -1.81 -2.39 0.41
25 H -3.10 6.18 -4.80
26 H 1.19 -3.86 4.04
27 H -2.27 1.50 -4.62
28 C 3.70 -1.82 0.85
29 H 0.90 -3.70 5.71
30 H 2.89 1.35 -0.46
31 H -0.46 -3.76 2.24
32 H -1.88 -0.77 1.25
33 O -0.22 0.40 -0.92
34 H 3.01 -0.09 -0.92
35 H 3.82 -2.84 1.22
36 H 4.70 -1.41 0.67
37 C 1.60 -2.48 -0.11
38 C -0.10 1.02 3.80
39 C -0.69 -2.98 4.25
40 H 1.70 -1.26 -2.60
41 H 2.25 -4.63 -1.85
42 H -1.49 1.52 1.43
43 H -2.72 5.92 -6.44
44 H -0.29 1.20 -1.44
45 H 0.24 0.62 -0.11
46 H 1.81 -3.31 0.57
47 H -2.69 1.71 -2.88
48 H 1.61 -3.94 -3.38
49 H -0.64 0.09 3.64
50 O 2.83 -1.75 -0.31
51 H 0.32 -1.94 -3.14
52 C 1.07 -2.83 -1.57
53 H 1.37 -2.32 4.62
54 H -0.09 2.60 -4.22
55 H 1.23 4.19 -0.38
56 C -0.92 2.78 -3.53
57 H -0.85 1.80 3.69
58 N -1.54 -4.03 4.75
59 N -0.47 2.64 -2.16
60 H -0.85 4.97 -3.56
61 H -1.69 -3.79 5.72
62 H -1.43 0.63 -3.48
63 H 0.13 -3.33 -1.33
64 H 0.51 3.26 0.58
65 H -2.92 1.42 1.90
66 H -2.49 -3.90 4.43
67 O 0.57 1.30 1.42
68 N 0.81 -1.63 -2.31
69 O -2.03 4.35 -5.05
70 C 2.04 -3.72 -2.41
71 H 1.61 0.26 2.90
72 C 0.97 1.13 2.76